ORCA calculation (ωB97M-V/def2-TZVPD) on C5H12O as an isolated structure.

Each line ends with the Löwdin charge.
Element x y z (Å)
C (0.629, -0.079, -1.831)  -0.089
C (0.424, 0.399, -0.388)  -0.468
C (1.757, 0.837, 0.223)  -0.095
C (-0.241, -0.663, 0.474)  -0.243
C (-1.646, -0.846, 0.423)  -0.045
O (-1.953, -0.149, 2.102)  -0.146
H (-0.327, -0.351, -2.296)  0.073
H (1.270, -0.969, -1.850)  0.080
H (1.103, 0.693, -2.451)  0.073
H (-0.236, 1.280, -0.419)  0.131
H (2.438, -0.020, 0.308)  0.080
H (1.614, 1.249, 1.228)  0.073
H (2.253, 1.595, -0.395)  0.073
H (0.352, -1.565, 0.652)  0.112
H (-0.787, -0.171, 1.745)  0.130
H (-2.088, -1.816, 0.624)  0.096
H (-2.273, -0.182, -0.175)  0.103
H (-2.291, 0.761, 2.026)  0.060

**Kohn-Sham gap**: 0.337 Eh
**Largest force on an atom**: 0.393 eV/A
**Energy above the lowest of the compared OMol25 structures with the same formula, charge and spin**: 316.3 kJ/mol
**LUMO energy**: 0.9680 eV
**Energy**: -7424.034 eV
**E_HOMO**: -8.21 eV